Record 1
Molecular formula: C12H18N2O2
Method: DFT, ωB97M-V/def2-TZVPD

The total energy is -19806.2260 eV. The calculation puts the LUMO energy at 0.19 eV. Its energy relative to the best compared isomer or geometry (same formula, charge and spin) is 5.745 eV. As for the structure (SMILES): Cc1ccc([C@H]([C@@H](C)[N+](=O)[O-])N(C)C)cc1. Its HOMO-LUMO gap is 0.3179 Eh.

```
! RIJCOSX wB97M-V def2-TZVPD def2/J DEFGRID3
* xyz 0 1
C -0.935 0.649 -2.794
C 0.125 -0.213 -2.165
N 1.403 0.545 -2.247
O 2.485 -0.069 -2.250
O 1.298 1.772 -2.307
H -1.838 0.057 -3.034
H -1.094 1.431 -2.045
H -0.728 1.231 -3.738
H 0.155 -1.228 -2.552
C -0.201 -3.429 -1.051
N -0.461 -2.162 -0.382
C -1.875 -1.798 -0.217
C 0.419 -1.095 -0.538
C 0.569 -0.181 0.645
C -0.277 -0.248 1.771
C -0.370 0.883 2.626
C 0.471 1.988 2.450
C 0.280 3.200 3.317
C 1.499 1.883 1.534
C 1.607 0.781 0.705
H -1.154 -3.842 -1.398
H 0.456 -3.260 -1.911
H 0.285 -4.169 -0.401
H -2.465 -2.420 -0.914
H -2.271 -1.970 0.809
H -2.021 -0.721 -0.466
H 1.374 -1.428 -0.984
H -0.922 -1.099 2.029
H -1.153 0.926 3.418
H 0.997 3.962 3.009
H -0.731 3.614 3.210
H 0.429 2.997 4.388
H 2.173 2.727 1.432
H 2.470 0.687 0.051
*
```

---

Record 2
Molecular formula: C12H18N2O5
Method: DFT, ωB97M-V/def2-TZVPD

The total energy is -25953.5287 eV. The calculation puts the LUMO energy at 0.19 eV. Its energy relative to the best compared isomer or geometry (same formula, charge and spin) is 1.424 eV. As for the structure (SMILES): N[C@@H](Cc1ccccc1)C(=O)O.N[C@@H](CO)C(=O)O. Its HOMO-LUMO gap is 0.3581 Eh.

```
! RIJCOSX wB97M-V def2-TZVPD def2/J DEFGRID3
* xyz 0 1
C 3.935 -0.140 0.049
C 5.118 0.534 0.824
C 4.370 -1.632 -0.181
C -4.288 -1.467 0.082
C -2.897 -2.055 0.293
C -4.319 -0.370 -0.984
C -3.429 0.795 -0.565
C -2.044 0.800 -0.766
C -3.992 1.917 0.036
C -1.267 1.888 -0.413
C -3.231 3.042 0.331
C -1.851 3.005 0.107
H 4.524 0.117 -1.900
H 2.948 0.505 -1.777
H 2.988 0.044 0.683
H 4.393 -2.144 0.776
H 3.698 -2.211 -0.845
H 6.318 -1.232 -0.271
H 4.946 1.796 -0.480
H -4.224 -0.214 1.683
H -4.841 -1.697 2.037
H -4.926 -2.267 -0.279
H -4.068 -0.702 -1.953
H -5.385 -0.025 -1.032
H -1.575 -0.042 -1.208
H -5.060 1.896 0.216
H -0.206 2.000 -0.716
H -3.683 3.921 0.777
H -1.242 3.874 0.407
H -3.018 -2.525 -1.574
N 3.863 0.601 -1.317
N -4.862 -0.950 1.315
O 5.924 -0.053 1.531
O 5.602 -1.600 -0.851
O 5.479 1.742 0.333
O -2.244 -1.973 1.303
O -2.415 -2.687 -0.743
*
```

---

Record 3
Molecular formula: C12H18N3O
Method: DFT, ωB97M-V/def2-TZVPD

The total energy is -19242.3069 eV. The calculation puts the LUMO energy at -2.43 eV. Its energy relative to the best compared isomer or geometry (same formula, charge and spin) is 0.673 eV. Its HOMO-LUMO gap is 0.3580 Eh.

```
! RIJCOSX wB97M-V def2-TZVPD def2/J DEFGRID3
* xyz 1 1
O 0.282 -0.737 -0.008
H 0.941 -0.055 0.322
H -0.550 -0.906 0.560
H -0.157 -0.842 -0.875
N -2.618 -0.445 0.896
C -2.310 -1.642 1.508
C -1.516 -1.425 2.516
C -1.402 0.052 2.638
C -2.249 0.609 1.712
H -3.321 -0.729 0.034
H -2.958 -2.677 1.223
H -1.014 -2.091 3.073
H -0.850 0.604 3.328
H -2.479 1.686 1.356
N -0.494 -1.411 -2.828
C -1.418 -0.569 -2.310
C -0.865 0.671 -2.301
C 0.456 0.544 -2.990
C 0.690 -0.854 -3.290
H -0.713 -2.274 -3.042
H -2.391 -0.889 -1.843
H -1.407 1.571 -2.001
H 1.182 1.408 -3.325
H 1.600 -1.315 -3.633
N 3.051 0.297 0.673
C 2.513 1.161 -0.291
C 1.713 1.981 0.383
C 1.775 1.682 1.928
C 2.585 0.578 1.960
H 3.623 -0.443 0.475
H 2.674 1.215 -1.284
H 1.266 2.838 -0.099
H 1.323 2.401 2.674
H 3.041 0.004 2.869
*
```

---

Record 4
Molecular formula: C12H18N3O4Re
Method: DFT, ωB97M-V/def2-TZVPD

The total energy is -27497.5366 eV. The calculation puts the LUMO energy (alpha / beta) at -13.57 / -13.11 eV. Its HOMO-LUMO gap (alpha / beta) is 0.2358 / 0.2510 Eh.

```
! RIJCOSX wB97M-V def2-TZVPD def2/J DEFGRID3
* xyz 3 2
Re -0.250 -0.408 -0.018
C -0.381 -3.712 -2.952
C 0.271 -2.865 -1.925
O -0.370 -1.875 -1.454
N 1.494 -3.175 -1.524
C 2.254 -2.539 -0.462
C 2.662 -1.101 -0.733
C 3.960 -0.825 -1.147
C 4.378 0.489 -1.323
C 3.480 1.516 -1.053
C 2.202 1.179 -0.645
N 1.800 -0.091 -0.502
H -1.119 -4.350 -2.457
H 0.316 -4.351 -3.486
H -0.939 -3.111 -3.670
H 1.921 -3.994 -1.948
H 3.165 -3.121 -0.313
H 1.690 -2.581 0.481
H 4.650 -1.638 -1.322
H 5.388 0.703 -1.648
H 3.766 2.553 -1.152
H 1.489 1.960 -0.407
O -0.189 0.708 1.762
C 0.298 -0.249 2.412
O 0.505 -1.295 1.728
H 0.552 -0.203 3.475
C -4.321 -0.169 -0.737
N -3.847 1.114 -1.175
C -4.821 2.127 -1.458
C -2.556 1.340 -1.279
O -1.673 0.484 -0.984
H -5.194 -0.462 -1.322
H -4.636 -0.135 0.312
H -3.544 -0.930 -0.852
H -5.761 1.663 -1.762
H -4.483 2.817 -2.235
H -5.036 2.726 -0.561
H -2.238 2.324 -1.647
*
```

---

Record 5
Molecular formula: C12H18N4O5S
Method: DFT, ωB97M-V/def2-TZVPD

The total energy is -39769.8299 eV. The calculation puts the LUMO energy at 0.56 eV. Its energy relative to the best compared isomer or geometry (same formula, charge and spin) is 0.000 eV. As for the structure (SMILES): CCOC(=O)CSc1nnc(NCC(=O)OC(C)C)c(=O)[nH]1. Its HOMO-LUMO gap is 0.3250 Eh.

```
! RIJCOSX wB97M-V def2-TZVPD def2/J DEFGRID3
* xyz 0 1
C 3.055 0.411 2.459
C 4.357 0.889 1.835
H 5.221 0.405 2.296
H 4.445 1.977 1.923
O 4.422 0.536 0.451
C 3.916 1.403 -0.421
O 3.503 2.497 -0.156
C 4.017 0.892 -1.848
H 4.975 1.193 -2.276
H 3.201 1.312 -2.434
S 3.971 -0.913 -1.953
C 2.488 -1.188 -1.071
N 1.808 -0.183 -0.651
N 0.676 -0.376 0.037
C 0.275 -1.586 0.304
N -0.821 -1.807 1.064
H -1.154 -2.763 1.028
C -1.792 -0.767 1.255
H -2.391 -0.968 2.145
H -1.258 0.178 1.380
C -2.712 -0.635 0.039
O -2.608 -1.313 -0.948
O -3.622 0.305 0.239
C -4.549 0.579 -0.833
C -5.813 1.135 -0.195
H -5.586 2.059 0.331
H -6.554 1.335 -0.963
H -6.224 0.422 0.516
C -3.914 1.558 -1.812
H -3.660 2.484 -1.302
H -3.008 1.129 -2.233
H -4.607 1.774 -2.620
H -4.758 -0.369 -1.344
C 1.001 -2.802 -0.127
O 0.658 -3.939 0.115
N 2.131 -2.495 -0.850
H 2.698 -3.253 -1.213
H 2.211 0.855 1.936
H 3.022 0.703 3.504
H 2.977 -0.672 2.391
*
```

---

Record 6
Molecular formula: C12H18N6
Method: DFT, ωB97M-V/def2-TZVPD

The total energy is -21674.3951 eV. The calculation puts the LUMO energy at 0.40 eV. Its energy relative to the best compared isomer or geometry (same formula, charge and spin) is 0.461 eV. As for the structure (SMILES): CC#N.CC#N.CC#N.CC#N.CC#N.CC#N. Its HOMO-LUMO gap is 0.4227 Eh.

```
! RIJCOSX wB97M-V def2-TZVPD def2/J DEFGRID3
* xyz 0 1
C -1.087 0.130 3.627
C -0.588 -0.827 2.670
N -0.080 -1.554 1.919
H -0.968 -0.347 4.584
H -2.115 0.337 3.416
H -0.501 1.034 3.538
C -3.009 0.778 -2.879
C -2.140 1.633 -2.106
N -1.459 2.350 -1.514
H -2.805 -0.273 -2.666
H -2.792 1.038 -3.928
H -4.045 1.055 -2.710
C 0.868 0.398 -0.642
C 0.699 1.280 0.487
N 0.609 1.913 1.446
H 0.949 -0.616 -0.295
H 1.769 0.601 -1.245
H 0.010 0.361 -1.294
C -0.841 5.292 0.739
C 0.048 6.235 0.054
N 0.774 6.916 -0.548
H -0.311 4.827 1.562
H -1.129 4.507 0.030
H -1.712 5.817 1.060
C -1.153 -4.110 0.133
C -1.212 -4.562 -1.247
N -1.174 -4.910 -2.377
H -2.150 -4.214 0.564
H -0.730 -3.115 0.035
H -0.500 -4.772 0.682
C 4.921 -2.937 -0.424
C 3.534 -2.759 -0.711
N 2.443 -2.477 -0.999
H 5.260 -2.220 0.334
H 5.553 -2.866 -1.295
H 5.064 -3.945 0.002
*
```

---

Record 7
Molecular formula: C12H18N6O3S
Method: DFT, ωB97M-V/def2-TZVPD

The total energy is -38646.0999 eV. The calculation puts the LUMO energy at -0.98 eV. As for the structure (SMILES): CCN(CC)Cc1c(C)nc2nc(SC)nn2c1O[N+](=O)[O-]. Its HOMO-LUMO gap is 0.2775 Eh.

```
! RIJCOSX wB97M-V def2-TZVPD def2/J DEFGRID3
* xyz 0 1
O -0.668 -1.713 4.617
O -1.128 0.389 4.637
N 2.681 -0.731 3.274
N 3.940 0.893 2.429
N 2.346 2.463 1.580
O -0.346 -0.673 2.600
S 5.271 -1.476 3.621
C 3.947 -0.343 3.196
C 2.797 1.200 2.101
C 1.073 2.395 1.128
C 0.558 0.253 2.203
C 0.115 1.266 1.311
N 1.950 0.260 2.645
N -0.959 1.201 -0.847
N -0.743 -0.688 4.051
C 5.164 -2.376 2.054
C 0.688 3.589 0.375
C -1.203 1.194 0.595
C 0.378 0.001 -2.741
C -3.173 0.851 -1.734
C -0.209 0.002 -1.356
C -1.945 1.789 -1.716
H 4.276 -3.038 2.019
H 6.062 -3.059 2.034
H 5.106 -1.679 1.245
H 1.169 4.339 0.942
H -0.424 3.567 0.356
H 1.113 3.563 -0.615
H -1.819 2.057 1.002
H -1.846 0.260 0.828
H 0.748 -1.008 -3.024
H 1.109 0.779 -2.689
H -0.338 0.391 -3.479
H -2.960 -0.189 -1.949
H -3.814 1.056 -2.538
H -3.689 0.744 -0.767
H 0.579 -0.317 -0.690
H -1.063 -0.777 -1.434
H -1.350 1.914 -2.629
H -2.226 2.817 -1.467
*
```

---

Record 8
Molecular formula: C12H18NO6P
Method: DFT, ωB97M-V/def2-TZVPD

The total energy is -35794.4654 eV. The calculation puts the LUMO energy at -2.05 eV. Its energy relative to the best compared isomer or geometry (same formula, charge and spin) is 4.763 eV. As for the structure (SMILES): CC(C)=NC1=CC(=O)C=CC1=O.COP(=O)(OC)OC. Its HOMO-LUMO gap is 0.2369 Eh.

```
! RIJCOSX wB97M-V def2-TZVPD def2/J DEFGRID3
* xyz 0 1
C 1.519 -2.822 -2.299
C 1.448 -1.389 -2.902
C 2.438 -0.372 -2.302
N 0.589 -1.063 -3.817
C -0.683 -1.048 -3.140
C -1.110 0.013 -2.456
C -2.462 -0.157 -1.742
O -3.280 0.706 -1.676
C -2.630 -1.548 -1.082
C -2.200 -2.613 -1.746
C -1.609 -2.302 -3.140
O -1.873 -2.927 -4.112
H 0.605 -3.066 -1.716
H 2.355 -2.865 -1.572
H 1.715 -3.586 -3.067
H 3.340 -0.241 -2.928
H 1.930 0.586 -2.090
H 2.771 -0.766 -1.322
H -0.515 0.932 -2.408
H -3.066 -1.617 -0.076
H -2.247 -3.634 -1.345
C -2.059 1.190 1.335
O -0.812 0.608 1.760
P 0.488 1.687 1.946
O 1.555 0.628 1.939
O -0.002 2.086 3.455
C -0.193 1.056 4.418
O 1.477 3.037 1.872
C 2.411 3.224 2.926
H -2.811 0.404 1.293
H -2.388 1.959 2.039
H -1.944 1.624 0.343
H 0.378 0.159 4.176
H -1.255 0.807 4.484
H 0.136 1.434 5.385
H 2.919 2.295 3.186
H 1.914 3.636 3.804
H 3.151 3.944 2.577
*
```

---

Which formula does entry 8 have?
C12H18NO6P